C16H23BN6Pb | wB97M-V/def2-TZVPD

Properties
HOMO-LUMO gap: 7.264 eV
Energy: -1169.60081 hartree
Charge: 0

Structure (XYZ):
```
47
Properties=species:S:1:pos:R:3:forces:R:3
Pb 0.458 0.062 1.375 -0.7900 1.3697 -1.7057
N 0.566 3.118 -0.628 -0.8380 -0.9685 0.6702
N 1.154 0.338 -1.573 0.6355 0.2113 -1.0093
N -0.184 2.246 0.154 -0.3312 1.3619 0.1444
N 2.354 1.116 0.861 3.7516 2.3694 0.0045
N 1.745 1.464 -2.128 -0.7932 -1.0090 0.4854
N 2.788 2.169 0.019 -0.0462 -0.8054 1.1191
C 0.441 0.806 3.413 -1.2244 -0.7140 2.2217
C -0.501 -2.161 0.590 -1.4445 -2.0601 -1.9037
C -2.785 -3.370 0.188 0.3133 0.7057 0.2076
C -1.705 -2.368 0.370 2.7126 -0.2500 0.2121
C -3.588 -3.131 -1.092 0.0677 0.0162 0.0685
C 1.111 -0.581 -2.544 0.5198 1.3091 -0.2670
C 3.335 0.980 1.792 0.3120 1.3341 -1.2127
C 1.649 -0.048 -3.742 0.0021 0.2899 0.2851
C -1.321 4.159 -0.155 -0.8082 0.6534 -0.0033
C -3.656 -3.228 1.428 -0.2275 -0.1199 0.1160
C -2.122 -4.754 0.171 0.0517 0.0317 -0.0005
C 2.031 1.257 -3.430 -0.3918 -0.8244 0.2885
C 3.985 2.649 0.434 -0.8599 -1.0336 0.3712
C -1.329 2.898 0.459 1.3378 0.0383 -0.8212
C -0.120 4.258 -0.835 0.1900 -0.7012 0.1691
C 4.369 1.911 1.559 0.0453 0.0430 -0.1086
B 1.951 2.686 -1.194 -0.5397 -0.9611 0.0675
H 0.130 -0.215 3.808 0.7939 0.7210 0.1023
H -2.946 -3.217 -1.982 -0.2401 -0.0324 0.2722
H 0.316 5.014 -1.485 -0.2852 -0.1040 0.3323
H 5.291 2.048 2.120 -0.3736 -0.1354 -0.1123
H -3.032 -3.348 2.321 -0.2585 -0.0502 -0.1012
H -2.116 4.906 -0.128 0.3916 -0.3327 0.0132
H -2.089 2.446 1.091 0.2571 0.0609 -0.1939
H -4.038 -2.130 -1.088 0.0168 -0.3181 -0.0146
H -1.467 -4.863 -0.704 -0.2379 -0.0159 0.1730
H 1.733 -0.543 -4.692 0.0396 0.0074 -0.1046
H 2.454 2.041 -4.039 0.0333 -0.1049 0.0556
H -4.369 -3.903 -1.119 0.0380 0.2637 -0.2465
H 4.471 3.476 -0.099 -0.3457 -0.5910 0.3421
H -1.505 -4.879 1.070 -0.2363 -0.0584 -0.2087
H 3.287 0.286 2.625 -0.2222 -0.0359 -0.3125
H 1.399 1.102 3.877 -0.6956 0.1092 -0.0581
H -4.425 -4.003 1.401 -0.1506 0.0925 0.2199
H -2.908 -5.515 0.150 0.1645 -0.1096 -0.0472
H 0.718 -1.577 -2.376 -0.0306 0.2489 0.0953
H -0.466 1.349 3.764 0.9187 0.3951 -0.2673
H -4.109 -2.232 1.454 -0.0822 -0.2120 0.0484
H 2.503 3.593 -1.766 -0.0506 -0.0842 0.1857
H 0.546 -2.311 0.306 -1.0893 -0.0006 0.4276
```
Forces are in eV/Å.